# 1
Below is a molecular structure, C60H44I4N7Sn, with properties calculated with the ωB97M-V functional and the def2-TZVPD basis.

Geometry as XYZ:
```
116
Properties=species:S:1:pos:R:3:mulliken_charge:R:1
Sn 0.529 0.173 -0.380 0.72
I -9.102 2.796 2.546 0.04
C -7.206 2.108 1.989 -0.27
C -7.082 0.877 1.362 -0.95
C -5.821 0.435 0.988 -0.48
C -4.673 1.193 1.237 1.01
C -4.838 2.439 1.845 -0.01
C -6.092 2.895 2.231 -1.04
C -3.351 0.685 0.805 0.51
C -3.257 0.111 -0.567 -0.12
C -4.207 0.445 -1.782 -0.59
C -4.307 -0.662 -2.884 -0.14
C -1.691 -0.911 -3.030 -1.76
C -0.820 -1.665 -3.704 1.16
C -1.109 -1.970 -5.137 -0.72
C -0.804 -1.068 -6.149 0.10
C -1.094 -1.355 -7.478 -0.70
C -1.688 -2.567 -7.789 0.01
I -2.133 -3.012 -9.785 0.05
C -1.991 -3.491 -6.800 -0.80
C -1.698 -3.184 -5.479 0.09
C 0.430 -2.220 -3.158 0.12
N 0.902 -1.968 -1.924 0.43
C 2.096 -2.628 -1.827 -0.19
C 2.874 -2.708 -0.636 1.19
C 4.167 -3.450 -0.778 -0.80
C 5.361 -2.749 -0.915 0.25
C 6.573 -3.416 -1.034 -0.76
C 6.582 -4.802 -1.019 0.01
I 8.401 -5.822 -1.194 0.06
C 5.406 -5.524 -0.889 -0.76
C 4.203 -4.839 -0.773 0.24
C 2.599 -2.231 0.624 -0.01
C 3.461 -2.437 1.767 -1.74
C 2.880 -1.826 2.823 -1.58
C 1.645 -1.232 2.339 0.18
N 1.480 -1.495 1.043 0.57
C 0.767 -0.440 3.148 1.21
C -0.414 0.171 2.746 -0.61
C -1.360 0.723 3.733 -2.23
C -2.465 1.070 3.077 -2.17
C -2.270 0.744 1.650 0.94
N -0.937 0.291 1.499 2.54
C 1.146 -0.315 4.591 -0.76
C 1.564 0.901 5.126 0.19
C 1.907 1.028 6.467 -0.79
C 1.843 -0.088 7.285 -0.08
I 2.365 0.082 9.306 0.04
C 1.441 -1.317 6.785 -0.72
C 1.094 -1.417 5.444 0.13
C 2.392 -3.290 -3.045 -1.55
C 1.329 -3.034 -3.890 -1.69
N -1.531 -0.628 -1.628 0.70
H -7.954 0.267 1.169 0.40
H -5.721 -0.526 0.493 0.21
H -3.970 3.067 1.999 0.64
H -6.194 3.864 2.701 0.38
H -5.123 0.985 -1.553 0.50
H -5.118 -0.421 -3.569 0.66
H -0.332 -0.126 -5.894 0.51
H -0.855 -0.643 -8.256 0.38
H -2.453 -4.437 -7.053 0.37
H -1.932 -3.894 -4.693 0.51
H 5.336 -1.666 -0.920 0.49
H 7.495 -2.861 -1.135 0.38
H 5.422 -6.605 -0.874 0.37
H 3.276 -5.390 -0.668 0.45
H 4.393 -2.978 1.759 0.44
H 3.252 -1.778 3.835 0.54
H -1.202 0.750 4.800 0.48
H -3.386 1.424 3.508 0.61
H 1.613 1.768 4.477 0.37
H 2.224 1.983 6.863 0.40
H 1.390 -2.183 7.431 0.37
H 0.770 -2.371 5.044 0.41
H 3.271 -3.878 -3.263 0.53
H 1.203 -3.375 -4.907 0.51
C -3.016 -2.193 1.477 -1.25
N -2.051 -1.910 0.435 1.54
C -1.175 -3.046 0.230 -0.83
C -2.613 -1.317 -0.760 0.67
C -3.480 -2.354 -1.441 -1.23
C -4.338 -2.059 -2.405 -1.50
C -2.930 -0.184 -3.514 -0.67
C -3.024 1.057 -2.592 -0.78
C -2.096 0.749 -1.418 -0.13
N -1.134 1.634 -0.980 0.06
C -1.439 2.884 -0.551 0.93
C -2.670 3.557 -0.729 -1.09
C -2.865 4.855 -0.282 -0.90
C -1.861 5.542 0.385 -1.09
C -0.654 4.881 0.608 -0.36
C -0.446 3.585 0.174 0.34
N 0.776 2.875 0.450 1.56
C 1.845 3.206 -0.478 -1.18
C 1.211 2.939 1.837 -1.63
H -3.525 -3.161 1.330 0.46
H -2.498 -2.231 2.439 0.23
H -3.773 -1.415 1.538 0.52
H -1.724 -3.976 0.001 0.34
H -0.463 -2.848 -0.566 0.09
H -0.607 -3.213 1.149 0.31
H -3.411 -3.363 -1.055 0.36
H -4.991 -2.802 -2.849 0.40
H -2.951 -0.039 -4.591 0.79
H -3.008 2.050 -3.028 0.35
H -3.500 3.045 -1.195 0.07
H -3.830 5.324 -0.439 0.43
H -2.010 6.556 0.736 0.37
H 0.138 5.384 1.153 0.33
H 2.167 4.255 -0.388 0.30
H 2.703 2.558 -0.286 0.30
H 1.507 3.029 -1.500 0.35
H 1.617 3.923 2.119 0.34
H 0.369 2.706 2.491 0.47
H 1.992 2.191 1.999 0.41
```

Computed properties:
- Net charge: -1
- F_max: 0.008 hartree/bohr
- HOMO level: -3.7001 eV

=====

# 2
Below is a molecular structure, C60H46N4O4PSe2Tc, with properties calculated with the ωB97M-V functional and the def2-TZVPD basis.

Geometry as XYZ:
```
118
Properties=species:S:1:pos:R:3:lowdin_spin:R:1
Tc 0.296 0.098 -0.296 2.32
C -2.716 -2.675 -9.374 0.00
O -1.438 -2.243 -8.952 0.00
C -1.131 -2.007 -7.640 0.00
C 0.142 -1.410 -7.483 0.00
C 0.640 -1.024 -6.244 0.00
C -0.139 -1.228 -5.081 0.00
C -1.358 -1.890 -5.267 0.00
C -1.890 -2.257 -6.504 0.00
C 0.294 -0.746 -3.724 0.04
C 0.797 -1.672 -2.767 0.00
C 1.492 -2.905 -3.073 0.00
C 1.584 -3.583 -1.885 0.00
C 0.865 -2.847 -0.892 0.01
N 0.543 -1.584 -1.422 0.08
C 0.230 -3.327 0.261 0.01
C -0.827 -2.596 0.912 0.01
C -1.718 -3.094 1.904 0.01
C -2.455 -2.037 2.386 0.00
C -1.946 -0.857 1.751 0.01
C -2.201 0.466 2.193 0.01
C -3.251 0.676 3.279 0.00
C -4.602 0.832 2.911 0.00
C -5.639 1.000 3.829 0.00
C -5.339 1.115 5.199 0.00
O -6.177 1.346 6.232 0.00
C -7.573 1.450 5.994 0.00
C -3.997 0.946 5.585 0.00
C -2.976 0.759 4.625 0.00
C -1.584 1.607 1.658 0.02
N -0.907 1.602 0.413 0.08
C -0.718 2.967 0.097 0.01
C -0.462 3.436 -1.232 0.03
C -0.742 4.876 -1.585 0.00
C 0.222 5.769 -2.099 0.00
C -0.101 7.091 -2.327 0.00
C -1.406 7.597 -2.031 0.00
O -1.545 8.933 -2.264 0.00
C -2.834 9.508 -2.223 0.00
C -2.389 6.694 -1.560 0.00
C -2.038 5.375 -1.361 0.00
C -0.163 2.526 -2.261 0.00
C 0.005 2.844 -3.648 0.00
C 0.049 1.669 -4.329 0.00
C 0.096 0.612 -3.384 0.00
N -0.076 1.157 -2.111 0.07
C -1.084 3.767 1.227 0.01
C -1.621 2.934 2.159 0.00
N -1.039 -1.217 0.762 0.07
C 0.626 -4.661 0.873 0.00
C 1.760 -4.759 1.673 0.00
C 2.057 -5.849 2.474 0.00
C 1.214 -6.964 2.444 0.00
O 1.314 -8.104 3.189 0.00
C 1.986 -8.066 4.441 0.00
C 0.135 -6.958 1.545 0.00
C -0.148 -5.827 0.773 0.00
H -2.596 -2.807 -10.447 0.00
H -3.055 -3.614 -8.934 0.00
H -3.492 -1.907 -9.229 0.00
H 0.741 -1.220 -8.409 0.00
H 1.636 -0.564 -6.190 0.00
H -1.939 -2.099 -4.359 0.00
H -2.904 -2.710 -6.554 0.00
H 1.799 -3.226 -4.047 0.00
H 2.084 -4.501 -1.672 0.00
H -1.702 -4.107 2.240 0.00
H -3.226 -2.069 3.139 0.00
H -4.805 0.877 1.838 0.00
H -6.666 1.098 3.451 0.00
H -8.004 0.552 5.486 0.00
H -8.007 1.547 6.989 0.00
H -7.820 2.365 5.410 0.00
H -3.766 0.967 6.643 0.00
H -1.945 0.675 4.992 0.00
H 1.232 5.380 -2.322 0.00
H 0.604 7.846 -2.657 0.00
H -3.257 9.448 -1.210 0.00
H -2.705 10.574 -2.448 0.00
H -3.502 9.043 -2.981 0.00
H -3.388 7.046 -1.310 0.00
H -2.765 4.673 -0.969 0.00
H 0.024 3.830 -4.099 0.00
H 0.096 1.571 -5.418 0.00
H -1.008 4.834 1.260 0.00
H -2.040 3.209 3.119 0.00
H 2.443 -3.890 1.687 0.00
H 2.976 -5.842 3.081 0.00
H 1.553 -8.860 5.051 0.00
H 3.069 -8.295 4.354 0.00
H 1.878 -7.149 5.032 0.00
H -0.544 -7.802 1.591 0.00
H -1.010 -5.824 0.084 0.00
Se 1.390 -0.543 1.825 0.07
P 3.341 0.391 1.296 0.02
Se 2.442 1.212 -0.608 0.08
C 4.529 -0.869 0.996 0.00
C 4.869 -1.721 2.062 0.00
C 5.640 -2.837 1.794 0.00
C 6.092 -3.133 0.509 0.00
C 5.812 -2.249 -0.531 0.00
C 5.043 -1.124 -0.295 0.00
C 4.098 1.440 2.533 0.00
C 3.487 1.601 3.772 0.00
C 4.112 2.418 4.699 0.00
C 5.283 3.081 4.379 0.00
C 5.865 2.943 3.131 0.00
C 5.283 2.087 2.191 0.00
H 4.527 -1.502 3.071 0.00
H 5.986 -3.483 2.597 0.00
H 6.661 -4.041 0.335 0.00
H 6.176 -2.471 -1.541 0.00
H 4.793 -0.417 -1.095 0.00
H 2.574 1.040 4.019 0.00
H 3.722 2.543 5.706 0.00
H 5.767 3.724 5.111 0.00
H 6.723 3.595 2.898 0.00
H 5.671 2.004 1.182 0.00
```

Computed properties:
- Multiplicity: 4
- Net charge: +1
- F_max: 0.045 hartree/bohr
- HOMO level (spin up / spin down): -9.0205 / -9.3597 eV

=====

Number 1: calculated total energy -4101.17001 a.u.. Number 2: calculated total energy -8058.81146 a.u..